Record 1
Computed, not measured: a single C20H31N3O2 molecule, with ωB97M-V/def2-TZVPD.

Structure (ORCA input):
```
! RIJCOSX wB97M-V def2-TZVPD def2/J DEFGRID3
* xyz 0 1
C 5.816 2.309 -0.964
C 4.840 1.226 -0.615
C 4.406 0.329 -1.579
C 3.502 -0.675 -1.290
C 2.998 -0.809 0.001
C 3.436 0.095 0.970
C 4.342 1.100 0.685
C 4.776 2.049 1.761
H 4.515 3.073 1.495
H 5.856 2.006 1.897
H 4.298 1.806 2.707
H 3.048 0.005 1.978
N 2.148 -1.837 0.385
H 1.729 -1.660 1.289
C 1.217 -2.451 -0.539
C 0.144 -1.447 -0.991
N -0.605 -0.993 0.162
C -0.838 0.329 0.298
O -0.488 1.134 -0.550
C -1.522 0.819 1.566
C -2.832 1.520 1.199
N -3.843 0.530 0.863
C -5.177 1.068 0.657
C -5.327 1.843 -0.657
C -4.907 0.925 -1.804
H -4.890 1.461 -2.753
C -3.517 0.367 -1.503
O -3.472 -0.277 -0.237
H -3.244 -0.422 -2.206
H -2.761 1.160 -1.564
H -5.616 0.097 -1.882
H -6.362 2.166 -0.778
H -4.693 2.732 -0.641
H -5.419 1.695 1.516
H -5.858 0.210 0.649
H -2.627 2.240 0.395
H -3.215 2.064 2.065
H -0.853 1.557 2.013
H -1.721 0.029 2.284
C -1.119 -2.018 1.053
H -0.600 -1.972 2.022
C -0.919 -3.403 0.448
C 0.555 -3.666 0.138
H 1.095 -3.884 1.061
H 0.636 -4.545 -0.502
H -1.516 -3.484 -0.461
H -1.289 -4.150 1.151
H -2.187 -1.847 1.215
H 0.615 -0.565 -1.433
H -0.517 -1.897 -1.739
H 1.784 -2.778 -1.415
H 3.196 -1.348 -2.075
H 4.781 0.418 -2.589
H 5.385 3.292 -0.777
H 6.094 2.250 -2.014
H 6.721 2.224 -0.362
*
```

The value obtained for the energy above the lowest of the compared OMol25 structures with the same formula, charge and spin is 72.8 kcal/mol.

Calculated atomic charges, method natural (NBO), unit e:
1 C -0.62
2 C -0.07
3 C -0.16
4 C -0.31
5 C 0.26
6 C -0.27
7 C 0.02
8 C -0.63
9 H 0.22
10 H 0.22
11 H 0.21
12 H 0.19
13 N -0.62
14 H 0.37
15 C -0.04
16 C -0.25
17 N -0.45
18 C 0.71
19 O -0.66
20 C -0.50
21 C -0.24
22 N -0.17
23 C -0.23
24 C -0.42
25 C -0.43
26 H 0.21
27 C -0.09
28 O -0.41
29 H 0.20
30 H 0.19
31 H 0.20
32 H 0.21
33 H 0.20
34 H 0.20
35 H 0.20
36 H 0.19
37 H 0.21
38 H 0.24
39 H 0.22
40 C -0.22
41 H 0.18
42 C -0.41
43 C -0.41
44 H 0.21
45 H 0.22
46 H 0.20
47 H 0.22
48 H 0.23
49 H 0.26
50 H 0.19
51 H 0.20
52 H 0.21
53 H 0.20
54 H 0.21
55 H 0.21
56 H 0.21

Record 2
Computed, not measured: a molecular structure, C6H10O, with ωB97M-V/def2-TZVPD.

Structure (ORCA input):
```
! RIJCOSX wB97M-V def2-TZVPD def2/J DEFGRID3
* xyz 0 1
C -1.234 -1.864 -0.761
C -0.995 -0.371 -0.623
C -0.529 0.147 0.725
C 0.694 1.119 0.173
O 0.298 2.448 0.011
C 1.912 0.839 0.790
C 0.345 0.181 -0.980
H -2.186 -2.159 -0.305
H -0.434 -2.433 -0.273
H -1.261 -2.161 -1.816
H -1.826 0.212 -1.033
H -0.148 -0.610 1.407
H -1.188 0.873 1.206
H 0.562 2.890 0.832
H 2.759 1.516 0.695
H 2.088 -0.129 1.245
H 1.143 -0.497 -1.292
*
```

The value obtained for the energy above the lowest of the compared OMol25 structures with the same formula, charge and spin is 97.6 kcal/mol.

Calculated atomic charges, method natural (NBO), unit e:
1 C -0.60
2 C -0.31
3 C -0.34
4 C 0.13
5 O -0.69
6 C -0.43
7 C -0.09
8 H 0.21
9 H 0.20
10 H 0.21
11 H 0.22
12 H 0.22
13 H 0.23
14 H 0.47
15 H 0.19
16 H 0.19
17 H 0.19

Record 3
Computed, not measured: a gas-phase ion, CH4N3O2 (charge -1), with ωB97M-V/def2-TZVPD.

Structure (ORCA input):
```
! RIJCOSX wB97M-V def2-TZVPD def2/J DEFGRID3
* xyz -1 1
C 0.805 -0.906 0.500
N -1.581 0.296 0.177
N 0.301 1.051 -1.070
N -0.241 -0.142 -0.491
O 0.234 -1.650 1.308
O 1.905 -0.476 0.270
H -1.243 0.251 1.171
H -1.937 -0.639 0.139
H 0.916 0.806 -1.774
H 0.841 1.410 -0.231
*
```

The value obtained for the energy above the lowest of the compared OMol25 structures with the same formula, charge and spin is 6.2 kcal/mol.

Calculated atomic charges, method natural (NBO), unit e:
1 C 0.86
2 N -0.69
3 N -0.68
4 N -0.30
5 O -0.78
6 O -0.75
7 H 0.32
8 H 0.34
9 H 0.34
10 H 0.32

Record 4
Computed, not measured: a molecular structure, C33H38F3N4O6Si2W, with ωB97M-V/def2-TZVPD.

Structure (ORCA input):
```
! RIJCOSX wB97M-V def2-TZVPD def2/J DEFGRID3
* xyz -1 3
W -13.528 -11.616 4.989
C -12.778 -11.445 1.491
O -13.394 -12.167 2.521
C -14.415 -13.027 2.176
C -14.959 -13.095 0.926
C -15.883 -14.110 0.690
C -16.215 -14.994 1.660
C -15.625 -14.934 2.930
C -14.785 -13.907 3.266
N -14.157 -13.672 4.538
N -14.346 -14.661 5.393
C -13.931 -14.621 6.658
C -12.961 -13.760 7.160
O -12.497 -12.772 6.412
C -12.386 -13.953 8.438
C -12.778 -14.990 9.252
C -13.902 -15.767 8.883
C -14.314 -16.852 9.663
C -15.387 -17.627 9.295
C -16.039 -17.445 8.027
C -15.535 -16.497 7.138
C -14.450 -15.640 7.516
H -12.471 -12.115 0.689
H -11.849 -11.129 1.986
H -13.415 -10.593 1.093
H -14.781 -12.327 0.182
H -16.286 -14.124 -0.312
H -16.843 -15.878 1.490
H -15.960 -15.603 3.703
H -11.684 -13.311 8.890
H -12.239 -15.252 10.163
H -13.880 -16.946 10.661
H -15.759 -18.344 9.973
H -16.918 -18.038 7.776
H -15.974 -16.262 6.161
C -9.516 -12.448 2.706
Si -10.407 -12.636 4.331
C -10.897 -14.394 4.252
C -9.313 -12.392 5.892
N -11.603 -11.352 4.513
C -11.186 -10.002 4.378
C -9.885 -9.611 4.148
C -9.584 -8.300 3.838
C -10.612 -7.371 3.847
C -11.901 -7.740 4.184
C -12.216 -9.054 4.440
N -13.486 -9.540 4.678
Si -14.758 -8.479 5.228
C -14.000 -7.435 6.550
C -15.283 -7.374 3.843
C -16.162 -9.175 6.134
H -10.197 -12.859 1.954
H -8.666 -13.092 2.882
H -9.244 -11.472 2.393
H -10.021 -15.029 4.045
H -11.621 -14.575 3.465
H -11.313 -14.730 5.172
H -8.342 -12.796 5.741
H -9.783 -12.954 6.736
H -9.099 -11.357 6.114
H -9.070 -10.355 4.139
H -8.549 -7.998 3.701
H -10.463 -6.297 3.744
H -12.647 -6.998 4.264
H -13.317 -6.684 6.184
H -13.373 -8.078 7.151
H -14.793 -7.082 7.156
H -14.464 -7.313 3.106
H -15.571 -6.399 4.255
H -16.169 -7.726 3.314
H -15.850 -9.120 7.169
H -16.485 -10.183 5.883
H -17.020 -8.546 6.045
C -14.240 -10.311 9.197
O -13.749 -10.297 7.882
C -14.250 -11.211 6.962
O -15.131 -11.973 7.361
H -13.652 -9.483 9.648
H -14.091 -11.271 9.607
H -15.304 -10.090 9.282
F -17.757 -12.406 3.395
C -17.474 -11.137 3.120
F -18.094 -10.381 4.051
F -17.941 -10.826 1.940
C -15.932 -10.831 3.125
O -15.474 -10.085 2.274
O -15.401 -11.342 4.176
*
```

The value obtained for the energy above the lowest of the compared OMol25 structures with the same formula, charge and spin is 0.0 kcal/mol.

Calculated atomic charges, method Mulliken, unit e:
1 W 2.19
2 C -0.97
3 O 0.76
4 C 0.12
5 C -0.77
6 C -0.91
7 C -0.79
8 C -0.27
9 C 0.05
10 N 1.17
11 N -1.47
12 C 0.59
13 C 0.29
14 O -0.67
15 C -0.81
16 C -1.44
17 C 0.84
18 C -0.79
19 C -0.44
20 C -0.73
21 C -0.60
22 C 0.47
23 H 0.46
24 H -0.08
25 H 0.24
26 H 0.43
27 H 0.39
28 H 0.39
29 H 0.35
30 H 0.62
31 H 0.29
32 H 0.30
33 H 0.43
34 H 0.39
35 H 0.24
36 C -1.53
37 Si 0.76
38 C -0.97
39 C -1.30
40 N 0.79
41 C 0.43
42 C -0.17
43 C -1.44
44 C -1.22
45 C -0.40
46 C 0.34
47 N 0.34
48 Si 1.20
49 C -1.69
50 C -1.46
51 C -0.96
52 H 0.24
53 H 0.50
54 H 0.53
55 H 0.52
56 H 0.19
57 H 0.09
58 H 0.54
59 H 0.15
60 H 0.39
61 H 0.38
62 H 0.39
63 H 0.35
64 H 0.42
65 H 0.42
66 H 0.27
67 H 0.52
68 H 0.30
69 H 0.43
70 H 0.37
71 H 0.18
72 H 0.08
73 H 0.61
74 C -0.97
75 O -0.23
76 C 0.44
77 O -0.59
78 H 0.25
79 H 0.31
80 H 0.32
81 F -0.22
82 C 0.55
83 F -0.27
84 F -0.28
85 C 0.51
86 O -0.65
87 O -1.07

Record 5
Computed, not measured: a molecular structure, C27H47NOPPd, with ωB97M-V/def2-TZVPD.

Structure (ORCA input):
```
! RIJCOSX wB97M-V def2-TZVPD def2/J DEFGRID3
* xyz -1 5
Pd 0.088 0.002 0.930
C 2.153 0.535 1.356
C 2.255 -0.503 0.345
C 2.035 0.119 -0.934
H 2.581 -1.516 0.542
C 1.719 1.478 -0.719
C 1.710 1.736 0.686
H 1.498 2.676 1.195
H 2.420 0.439 2.398
H 2.172 -0.366 -1.896
H 1.553 2.222 -1.497
C -2.032 0.384 0.819
C -1.418 1.664 1.181
C -1.127 2.344 -0.050
H -1.374 2.061 2.192
C -1.558 1.540 -1.131
C -2.044 0.310 -0.627
H -2.460 -0.517 -1.202
H -2.551 -0.261 1.520
H -0.721 3.354 -0.121
H -1.599 1.857 -2.173
O 0.452 -2.944 0.121
C -0.309 -0.529 -4.204
C 0.340 -1.706 -4.121
C 0.427 0.780 -4.216
C -1.801 -0.484 -4.358
C 0.510 -2.875 -1.102
H 1.429 -1.759 -4.062
H -0.213 -2.648 -4.138
H -0.317 -3.244 -1.755
H 1.415 -2.469 -1.612
H 0.250 1.333 -5.150
H 1.504 0.586 -4.111
H 0.100 1.440 -3.393
H -2.091 -0.481 -5.418
H -2.234 0.423 -3.915
H -2.240 -1.369 -3.874
C 2.552 -1.394 4.625
C 1.489 -2.466 4.359
C 1.960 -3.302 3.151
C 1.382 -3.365 5.612
P -0.168 -1.674 3.943
N -0.120 -1.260 2.391
C -1.543 -2.946 4.023
C -1.982 -3.192 5.480
C -2.743 -2.482 3.191
C -1.058 -4.255 3.373
C -0.527 -0.112 4.928
C -0.249 -0.328 6.429
C 0.338 1.042 4.394
C -1.994 0.298 4.727
H 3.513 -1.910 4.781
H 2.350 -0.804 5.527
H 2.672 -0.733 3.758
H 3.053 -3.426 3.210
H 1.513 -4.302 3.134
H 1.717 -2.804 2.204
H 1.022 -2.807 6.490
H 0.750 -4.247 5.451
H 2.398 -3.729 5.845
H -2.477 -2.316 5.920
H -2.716 -4.014 5.473
H -1.152 -3.497 6.131
H -2.403 -2.186 2.193
H -3.437 -3.328 3.081
H -3.297 -1.662 3.655
H -0.672 -4.059 2.361
H -0.307 -4.782 3.974
H -1.928 -4.925 3.283
H 0.809 -0.522 6.640
H -0.525 0.598 6.957
H -0.854 -1.143 6.851
H 0.232 1.116 3.299
H -0.021 1.987 4.831
H 1.398 0.930 4.644
H -2.238 0.381 3.657
H -2.696 -0.385 5.222
H -2.137 1.293 5.177
*
```

The total energy comes out at -45060.484 eV.

Calculated atomic charges, method Mulliken, unit e:
1 Pd 0.43
2 C -0.91
3 C -0.43
4 C -0.08
5 H 0.54
6 C -0.37
7 C -1.08
8 H 0.48
9 H 0.65
10 H 0.32
11 H 0.51
12 C -1.36
13 C -0.29
14 C -1.32
15 H 0.69
16 C -0.32
17 C -0.42
18 H 0.39
19 H 0.78
20 H 0.47
21 H 0.82
22 O 0.13
23 C 1.55
24 C -1.56
25 C -0.93
26 C -1.35
27 C -1.09
28 H 0.39
29 H 0.34
30 H -0.03
31 H 0.25
32 H 0.43
33 H 0.29
34 H -0.08
35 H 0.38
36 H 0.25
37 H 0.30
38 C -2.10
39 C 2.45
40 C -1.90
41 C -2.02
42 P 0.02
43 N 0.11
44 C 1.90
45 C -1.80
46 C -1.69
47 C -1.72
48 C 1.97
49 C -1.79
50 C -1.33
51 C -1.55
52 H 0.66
53 H 0.24
54 H 0.45
55 H 0.48
56 H 0.30
57 H 0.38
58 H 0.25
59 H 0.30
60 H 0.54
61 H 0.28
62 H 0.49
63 H 0.26
64 H 0.18
65 H 0.62
66 H 0.29
67 H 0.28
68 H 0.26
69 H 0.61
70 H 0.25
71 H 0.52
72 H 0.26
73 H -0.02
74 H 0.51
75 H 0.29
76 H 0.07
77 H 0.30
78 H 0.57

Q: Which formula does entry 2 have?
A: C6H10O

Repeat the third record exactly.
Computed, not measured: a gas-phase ion, CH4N3O2 (charge -1), with ωB97M-V/def2-TZVPD.

Structure (ORCA input):
```
! RIJCOSX wB97M-V def2-TZVPD def2/J DEFGRID3
* xyz -1 1
C 0.805 -0.906 0.500
N -1.581 0.296 0.177
N 0.301 1.051 -1.070
N -0.241 -0.142 -0.491
O 0.234 -1.650 1.308
O 1.905 -0.476 0.270
H -1.243 0.251 1.171
H -1.937 -0.639 0.139
H 0.916 0.806 -1.774
H 0.841 1.410 -0.231
*
```

The value obtained for the energy above the lowest of the compared OMol25 structures with the same formula, charge and spin is 6.2 kcal/mol.

Calculated atomic charges, method natural (NBO), unit e:
1 C 0.86
2 N -0.69
3 N -0.68
4 N -0.30
5 O -0.78
6 O -0.75
7 H 0.32
8 H 0.34
9 H 0.34
10 H 0.32